1.
Density functional theory data (the ωB97M-V functional and the def2-TZVPD basis) for one molecule with the formula C26H30N2O4.

Properties
**Kohn-Sham gap**: 8.043 eV
**Energy relative to the best compared isomer or geometry (same formula, charge and spin)**: 156.3 kJ/mol
**E_LUMO**: 0.21 eV
**M**: 434.54 g mol⁻¹
**SMILES**: CCOc1ccc(CCNC(=O)Cn2cccc2C(=O)c2ccccc2C)cc1OCC

Cartesian coordinates (Å):
C -5.301 -0.825 -1.308
C -4.307 0.075 -0.589
O -3.116 0.066 -1.354
C -2.041 0.832 -1.021
C -1.069 0.908 -2.012
C 0.098 1.629 -1.850
C 0.343 2.286 -0.657
C 1.584 3.096 -0.372
C 2.752 2.885 -1.337
N 3.221 1.520 -1.341
C 4.318 1.126 -0.683
O 5.077 1.857 -0.083
C 4.560 -0.398 -0.774
N 3.957 -1.078 0.343
C 4.624 -1.397 1.465
C 3.773 -2.043 2.337
C 2.531 -2.107 1.715
C 2.645 -1.483 0.471
C 1.631 -1.336 -0.547
O 1.859 -0.892 -1.672
C 0.261 -1.758 -0.147
C -0.289 -1.246 1.025
C -1.562 -1.607 1.421
C -2.301 -2.479 0.641
C -1.771 -2.966 -0.539
C -0.495 -2.613 -0.956
C 0.065 -3.166 -2.229
C -0.625 2.215 0.339
C -1.816 1.520 0.187
O -2.790 1.469 1.155
C -2.716 2.319 2.281
C -1.900 1.729 3.429
H -6.237 -0.858 -0.758
H -5.488 -0.449 -2.310
H -4.894 -1.830 -1.387
H -4.702 1.096 -0.515
H -4.117 -0.300 0.421
H -1.263 0.378 -2.931
H 0.796 1.667 -2.670
H 1.322 4.159 -0.388
H 1.930 2.864 0.639
H 2.464 3.165 -2.354
H 3.592 3.510 -1.024
H 2.596 0.807 -1.707
H 4.151 -0.789 -1.707
H 5.639 -0.566 -0.735
H 5.662 -1.151 1.580
H 4.029 -2.426 3.305
H 1.646 -2.569 2.105
H 0.286 -0.548 1.615
H -1.976 -1.209 2.335
H -3.293 -2.776 0.950
H -2.357 -3.635 -1.152
H 0.975 -3.734 -2.033
H -0.656 -3.817 -2.717
H 0.324 -2.354 -2.905
H -0.426 2.734 1.264
H -3.757 2.437 2.602
H -2.333 3.306 1.995
H -0.879 1.522 3.119
H -2.351 0.800 3.765
H -1.882 2.430 4.260



2.
Density functional theory data (the ωB97M-V functional and the def2-TZVPD basis) for a 2-piece molecular cluster, C8H12N2O overall in a non-equilibrium geometry.

Properties
**Kohn-Sham gap**: 10.202 eV
**Energy relative to the best compared isomer or geometry (same formula, charge and spin)**: 155.3 kJ/mol
**E_LUMO**: 0.60 eV
**M**: 152.20 g mol⁻¹
**SMILES**: CNC(C)=O.c1ccncc1

Cartesian coordinates (Å):
C -2.472 1.996 -1.987
N -1.459 1.651 -0.936
C -0.358 2.384 -0.670
C 0.387 1.975 0.550
O 0.032 3.206 -1.454
H -1.992 2.648 -2.728
H -2.836 1.021 -2.442
H -3.280 2.558 -1.428
H -1.779 0.920 -0.414
H -0.097 1.093 0.965
H 0.361 2.840 1.139
H 1.440 1.787 0.304
C 0.322 -1.576 1.478
C 0.599 -2.971 1.697
C 1.667 -3.519 1.024
N 2.316 -2.880 0.100
C 1.902 -1.693 -0.220
C 0.944 -0.899 0.431
H -0.623 -1.338 1.943
H 0.032 -3.443 2.417
H 2.007 -4.586 1.243
H 2.316 -1.260 -1.173
H 0.572 0.084 0.163



3.
Density functional theory data (the ωB97M-V functional and the def2-TZVPD basis) for C36H54BN7ReS4Si as an isolated structure in a non-equilibrium geometry.

Properties
**Kohn-Sham gap (alpha / beta)**: 6.044 / 6.410 eV
**⟨S²⟩**: 0.761
**Charge**: +2
**Energy relative to the best compared isomer or geometry (same formula, charge and spin)**: 80.7 kJ/mol
**E_LUMO (alpha / beta)**: -7.13 / -6.74 eV
**M**: 938.25 g mol⁻¹
**2S+1**: 2

Cartesian coordinates (Å):
Re -1.976 -1.768 0.543
C 3.209 -2.446 -0.988
C 2.182 -1.399 -1.293
C 2.363 -0.464 -2.288
C 1.400 0.536 -2.483
N 0.438 0.712 -1.594
N 0.263 -0.162 -0.628
B -0.846 0.083 0.470
N -1.753 1.339 0.169
N -1.173 2.535 0.028
C -1.912 3.599 -0.167
C -3.319 3.497 -0.260
C -3.933 2.293 -0.085
C -5.418 2.133 -0.140
C -3.091 1.180 0.166
S -3.847 -0.332 0.539
C -1.277 4.978 -0.257
C -1.859 5.852 0.868
C -1.635 5.614 -1.611
C 0.240 4.910 -0.090
N -0.057 0.309 1.818
N 0.969 1.153 1.746
C 1.674 1.420 2.817
C 1.330 0.836 4.060
C 0.311 -0.071 4.139
C -0.068 -0.768 5.404
C -0.387 -0.356 2.935
S -1.634 -1.549 2.908
C 2.857 2.366 2.701
C 3.182 2.660 1.233
C 2.482 3.664 3.434
C 4.088 1.736 3.366
C 0.999 -1.283 -0.554
S 0.422 -2.610 0.503
C 1.469 1.477 -3.667
C 1.573 0.643 -4.952
C 2.717 2.360 -3.495
C 0.220 2.354 -3.733
H 4.087 -2.317 -1.616
H 2.842 -3.461 -1.131
H 3.514 -2.362 0.058
H 3.239 -0.515 -2.920
H -3.912 4.382 -0.443
H -5.902 3.088 -0.329
H -5.798 1.725 0.799
H -5.698 1.432 -0.928
H -2.919 6.061 0.722
H -1.334 6.808 0.883
H -1.730 5.377 1.842
H -2.713 5.726 -1.737
H -1.256 5.026 -2.445
H -1.193 6.609 -1.664
H 0.492 4.705 0.950
H 0.685 5.866 -0.367
H 0.673 4.127 -0.712
H 1.906 1.078 4.943
H 0.558 -0.444 6.232
H 0.031 -1.848 5.288
H -1.112 -0.569 5.651
H 2.287 2.939 0.688
H 3.608 1.775 0.754
H 3.909 3.470 1.167
H 1.608 4.132 2.976
H 3.313 4.367 3.387
H 2.261 3.479 4.487
H 4.340 0.782 2.899
H 3.950 1.573 4.436
H 4.938 2.407 3.244
H 2.511 0.087 -5.007
H 1.526 1.306 -5.815
H 0.744 -0.064 -5.021
H 3.632 1.765 -3.488
H 2.663 2.925 -2.562
H 2.782 3.067 -4.322
H -0.674 1.750 -3.899
H 0.321 3.060 -4.557
H 0.093 2.902 -2.803
S -2.039 -2.000 -1.888
C -3.193 -3.269 -1.522
C -3.953 -3.970 -2.444
C -4.852 -4.908 -1.959
C -4.966 -5.114 -0.588
C -4.165 -4.377 0.263
N -3.287 -3.481 -0.197
H -3.841 -3.776 -3.501
H -5.466 -5.472 -2.648
H -5.667 -5.829 -0.185
H -4.207 -4.499 1.338
C 2.121 -5.294 1.665
Si 1.068 -5.696 0.164
C 2.119 -6.499 -1.169
C -0.469 -6.663 0.641
C 0.377 -4.054 -0.626
H 2.560 -6.224 2.036
H 1.543 -4.858 2.482
H 2.947 -4.619 1.432
H 2.265 -7.556 -0.935
H 3.111 -6.044 -1.219
H 1.668 -6.444 -2.161
H -0.208 -7.676 0.955
H -1.173 -6.752 -0.189
H -0.986 -6.188 1.479
H -0.668 -4.208 -0.879
H 0.889 -3.780 -1.546



4.
Density functional theory data (the ωB97M-V functional and the def2-TZVPD basis) for one molecule with the formula C7H11N in a non-equilibrium geometry.

Properties
**Kohn-Sham gap**: 8.619 eV
**Energy relative to the best compared isomer or geometry (same formula, charge and spin)**: 351.9 kJ/mol
**E_LUMO**: 1.09 eV
**M**: 109.17 g mol⁻¹
**SMILES**: C[C@]12C[C@H]1[C@H]1N[C@]12C

Cartesian coordinates (Å):
C -1.282 1.509 -0.441
C -0.085 0.736 0.061
C 1.039 1.400 0.810
C 1.430 0.674 -0.446
C 1.401 -0.843 -0.307
N 1.027 -1.234 1.070
C -0.064 -0.808 0.176
C -1.241 -1.691 -0.092
H -1.104 1.928 -1.434
H -1.536 2.333 0.229
H -2.166 0.873 -0.504
H 1.046 2.481 0.701
H 1.349 1.026 1.777
H 1.892 1.180 -1.283
H 1.914 -1.544 -0.952
H 1.022 -2.250 1.122
H -1.719 -1.433 -1.039
H -0.931 -2.737 -0.146
H -1.991 -1.599 0.699



5.
Density functional theory data (the ωB97M-V functional and the def2-TZVPD basis) for a 2-piece molecular cluster, C5H11NO overall.

Properties
**Kohn-Sham gap**: 10.520 eV
**Energy relative to the best compared isomer or geometry (same formula, charge and spin)**: 161.0 kJ/mol
**E_LUMO**: 0.54 eV
**M**: 101.15 g mol⁻¹
**SMILES**: CC/C=N/C=O.C

Cartesian coordinates (Å):
C 2.119 1.067 -0.414
C 1.258 -0.203 -0.223
C -0.104 0.371 -0.424
N -0.812 0.818 0.537
C -1.818 1.718 0.175
O -1.654 2.600 -0.637
H 2.215 1.583 0.543
H 3.118 0.888 -0.820
H 1.601 1.742 -1.103
H 1.515 -0.962 -0.970
H 1.373 -0.603 0.788
H -0.441 0.516 -1.463
H -2.755 1.622 0.747
C -1.190 -2.313 0.609
H -0.115 -2.261 0.387
H -1.445 -3.345 0.854
H -1.406 -1.651 1.450
H -1.756 -1.987 -0.267



6.
Density functional theory data (the ωB97M-V functional and the def2-TZVPD basis) for B3H28NiO8 as an isolated structure in a non-equilibrium geometry.

Properties
**Kohn-Sham gap (alpha / beta)**: 9.161 / 9.171 eV
**⟨S²⟩**: 2.004
**Charge**: -1
**Energy relative to the best compared isomer or geometry (same formula, charge and spin)**: 0.0 kJ/mol
**E_LUMO (alpha / beta)**: 2.55 / 2.52 eV
**M**: 247.34 g mol⁻¹
**2S+1**: 3

Cartesian coordinates (Å):
Ni 0.105 0.881 -1.106
B 1.474 2.796 -1.181
H 0.348 2.656 -1.589
H 1.741 1.879 -0.411
H 2.274 2.730 -2.079
H 1.533 3.865 -0.625
B 0.399 -0.947 0.175
H 0.547 -2.030 0.678
H -0.728 -0.574 0.361
H 1.219 -0.147 0.560
H 0.546 -1.072 -1.008
B -1.907 0.688 -2.301
H -2.785 0.475 -3.096
H -1.307 -0.352 -2.155
H -1.220 1.577 -2.741
H -2.434 1.047 -1.282
O 1.154 1.412 2.695
H 1.097 0.580 2.207
H 1.808 1.274 3.385
O 0.985 0.396 -2.993
H 1.750 -0.130 -3.238
H 0.410 0.460 -3.761
O -1.248 -2.004 2.744
H -0.831 -2.384 3.520
H -0.611 -2.120 2.025
O 3.103 -3.105 1.805
H 2.537 -2.828 1.074
H 3.040 -2.391 2.442
O -2.277 1.075 2.629
H -1.421 1.217 3.048
H -2.303 0.114 2.513
O -0.768 2.108 0.427
H -0.370 2.981 0.476
H -1.299 1.985 1.230
O 2.313 -3.382 -1.139
H 1.596 -2.740 -1.043
H 1.959 -4.054 -1.726
O -3.637 -0.995 -0.053
H -3.842 -0.105 0.247
H -2.947 -0.837 -0.713



7.
Density functional theory data (the ωB97M-V functional and the def2-TZVPD basis) for C26H28N2PtS2Si as an isolated structure in a non-equilibrium geometry.

Properties
**Kohn-Sham gap (alpha / beta)**: 5.697 / 5.485 eV
**⟨S²⟩**: 6.032
**Charge**: +2
**Energy relative to the best compared isomer or geometry (same formula, charge and spin)**: 490.0 kJ/mol
**E_LUMO (alpha / beta)**: -7.75 / -7.91 eV
**M**: 655.82 g mol⁻¹
**2S+1**: 5

Cartesian coordinates (Å):
C 0.988 1.018 -0.490
C 0.111 2.036 -0.968
C -1.241 1.675 -0.737
H 0.452 2.901 -1.465
C -1.199 0.414 0.026
C 0.172 0.179 0.289
H 0.527 -0.712 0.803
H 2.076 0.917 -0.645
H -2.097 2.275 -1.018
H -2.023 0.325 0.737
Pt -1.650 -2.087 0.104
C -1.531 -2.729 -1.824
H -2.660 -2.364 -1.609
H -0.543 -3.147 -1.330
H -1.214 -2.650 -2.863
Si 0.037 0.088 -3.752
C 1.568 -0.878 -4.134
C 2.486 0.169 -4.045
H 2.159 1.174 -3.797
C 3.828 -0.050 -4.273
H 4.517 0.784 -4.316
C 4.279 -1.352 -4.524
H 5.313 -1.492 -4.851
C 3.351 -2.422 -4.523
H 3.762 -3.392 -4.788
C 1.993 -2.214 -4.320
H 1.242 -2.983 -4.305
C -1.538 0.548 -4.567
C -1.137 1.387 -5.624
H -0.240 1.118 -6.165
C -1.848 2.575 -5.860
H -1.514 3.240 -6.656
C -2.962 2.904 -5.098
H -3.445 3.864 -5.272
C -3.445 2.022 -4.149
H -4.355 2.290 -3.627
C -2.767 0.830 -3.894
H -3.125 0.113 -3.126
H -2.957 -2.451 0.933
H 0.521 1.341 -3.880
C -0.901 1.855 3.677
C -1.066 0.371 3.685
N -0.616 -0.438 2.778
C -0.948 -1.756 3.016
C -1.712 -1.920 4.206
S -1.987 -0.482 5.042
C -0.374 -2.828 2.216
C -0.043 -4.074 2.718
S 0.823 -5.101 1.601
C 0.756 -3.841 0.442
N -0.029 -2.787 0.837
C 1.360 -4.021 -0.887
H -1.547 2.245 4.481
H 0.149 2.121 3.890
H -1.181 2.293 2.704
H -2.046 -2.896 4.559
H -0.200 -4.345 3.764
H 2.161 -4.765 -0.813
H 0.670 -4.492 -1.628
H 1.699 -3.021 -1.194



8.
Density functional theory data (the ωB97M-V functional and the def2-TZVPD basis) for a 4-piece molecular cluster, CH11N3O3 overall in a non-equilibrium geometry.

Properties
**Kohn-Sham gap**: 4.629 eV
**Energy relative to the best compared isomer or geometry (same formula, charge and spin)**: 892.6 kJ/mol
**E_LUMO**: -4.95 eV
**M**: 113.12 g mol⁻¹

Cartesian coordinates (Å):
N 1.310 -0.094 -0.572
C 0.432 0.995 -0.828
N 0.202 1.994 0.248
N -0.859 0.503 -1.371
H 2.202 0.041 -0.357
H 0.978 -1.001 -0.736
H 0.426 2.975 0.142
H 0.970 1.445 -1.686
H -0.932 -0.507 -1.425
H 0.768 0.557 3.074
H 0.407 1.445 1.281
O 0.473 0.371 2.229
H -0.146 -3.079 -1.147
H -1.666 0.946 -0.873
O -0.211 -2.105 -1.305
H -0.700 -0.490 1.503
H -0.945 -1.496 0.367
O -1.327 -1.219 1.164



9.
Density functional theory data (the ωB97M-V functional and the def2-TZVPD basis) for C27H32N3OS4Tc as an isolated structure.

Properties
**Kohn-Sham gap (alpha / beta)**: 5.589 / 5.988 eV
**⟨S²⟩**: 3.807
**Charge**: +1
**E_LUMO (alpha / beta)**: -2.68 / -4.16 eV
**M**: 640.84 g mol⁻¹
**2S+1**: 4

Cartesian coordinates (Å):
Tc 0.659 0.744 -0.917
C -0.863 2.221 2.602
C -2.243 1.597 2.479
S -2.663 0.960 0.846
C -3.089 2.439 -0.096
C -2.022 3.472 -0.432
S -0.505 2.931 -1.313
C 0.626 4.154 -0.573
C 2.084 3.850 -0.854
S 2.636 2.169 -0.463
C 2.990 2.137 1.310
C 1.813 2.308 2.248
S 0.437 1.183 1.867
H -0.606 2.356 3.654
H -0.828 3.202 2.129
H -2.997 2.306 2.829
H -2.305 0.721 3.126
H -3.877 2.978 0.436
H -3.541 2.048 -1.006
H -1.692 3.983 0.469
H -2.467 4.225 -1.084
H 0.433 4.167 0.499
H 0.372 5.136 -0.976
H 2.725 4.556 -0.323
H 2.300 3.957 -1.918
H 3.753 2.890 1.511
H 3.451 1.155 1.441
H 1.440 3.332 2.216
H 2.149 2.115 3.269
N -2.730 -7.509 3.941
C -2.320 -6.630 3.327
C -1.807 -5.526 2.564
C -2.230 -4.231 2.849
C -1.732 -3.173 2.112
C -0.809 -3.384 1.090
C -0.400 -4.688 0.810
C -0.891 -5.755 1.540
C -0.303 -2.237 0.304
C 1.084 -1.949 0.329
C 2.111 -2.687 0.919
C 3.336 -2.077 0.562
C 3.030 -0.992 -0.208
N 1.653 -0.869 -0.336
C -1.241 -1.551 -0.515
C -2.555 -1.917 -0.795
C -3.088 -0.947 -1.672
C -2.095 -0.036 -1.903
N -0.945 -0.391 -1.216
H -2.942 -4.063 3.645
H -2.061 -2.164 2.327
H 0.302 -4.862 0.006
H -0.577 -6.765 1.319
H 1.981 -3.579 1.507
H 4.325 -2.409 0.829
H 3.692 -0.296 -0.698
H -3.055 -2.790 -0.415
H -4.082 -0.924 -2.083
H -2.123 0.852 -2.513
C 3.244 0.463 -4.283
O 2.596 0.672 -3.006
C 1.310 0.595 -2.819
C 0.425 0.356 -3.992
H 2.946 1.238 -4.985
H 3.006 -0.528 -4.662
H 4.303 0.537 -4.060
H 0.938 0.214 -4.938
H -0.253 1.210 -4.081
H -0.214 -0.499 -3.770



10.
Density functional theory data (the ωB97M-V functional and the def2-TZVPD basis) for one molecule with the formula C6H7NO in a non-equilibrium geometry.

Properties
**Kohn-Sham gap (alpha / beta)**: 6.153 / 6.687 eV
**⟨S²⟩**: 2.008
**Energy relative to the best compared isomer or geometry (same formula, charge and spin)**: 435.7 kJ/mol
**E_LUMO (alpha / beta)**: 0.83 / -2.53 eV
**M**: 109.13 g mol⁻¹
**2S+1**: 3

Cartesian coordinates (Å):
C 0.752 1.394 -0.765
C 0.597 1.412 0.755
C 0.174 -2.293 -0.017
C 0.815 -1.159 0.055
C 0.127 0.154 -0.031
C -1.297 0.178 -0.073
N -2.447 0.164 0.093
O -3.621 0.015 -0.010
H 0.121 1.954 -1.311
H 1.787 1.500 -1.183
H 1.541 1.235 1.392
H -0.144 1.907 1.177
H 0.693 -3.321 0.033
H -0.929 -2.156 -0.107
H 1.832 -0.985 -0.007



11.
Density functional theory data (the ωB97M-V functional and the def2-TZVPD basis) for a 3-piece molecular cluster, H6O2S2 overall in a non-equilibrium geometry.

Properties
**Kohn-Sham gap**: 9.075 eV
**Energy relative to the best compared isomer or geometry (same formula, charge and spin)**: 47.3 kJ/mol
**E_LUMO**: 0.15 eV
**M**: 102.18 g mol⁻¹
**SMILES**: SS.O.O

Cartesian coordinates (Å):
S -1.067 -1.599 -0.007
S -0.737 -1.881 1.983
H -1.889 -0.537 -0.078
H -0.668 -0.690 2.607
O -1.096 2.437 -0.495
H -0.398 2.971 -0.090
H -0.694 2.027 -1.264
O 2.551 -0.800 -0.835
H 1.772 -0.484 -0.343
H 2.228 -1.444 -1.478



12.
Density functional theory data (the ωB97M-V functional and the def2-TZVPD basis) for C4H4Cl2LaN2O4Sc as an isolated structure in a non-equilibrium geometry.

Properties
**Kohn-Sham gap**: 5.161 eV
**Charge**: +4
**Energy relative to the best compared isomer or geometry (same formula, charge and spin)**: 0.0 kJ/mol
**E_LUMO**: -17.28 eV
**M**: 398.85 g mol⁻¹

Cartesian coordinates (Å):
Sc -2.001 -0.999 -4.270
La 0.903 -0.046 -0.314
Cl -2.088 -2.122 -2.385
Cl -0.643 1.439 -1.625
C 1.582 2.020 0.209
C -0.300 -2.018 -4.844
C -0.357 0.585 -4.906
O 1.776 3.173 0.439
O 0.746 -2.537 -4.968
O 0.643 1.065 -5.315
N -0.104 1.095 3.625
C 0.026 -0.119 3.030
N -0.068 -1.219 3.793
O 0.251 -0.194 1.759
H -0.189 1.182 4.643
H -0.036 1.906 3.020
H 0.006 -2.068 3.309
H -0.148 -1.142 4.799



Results for DFT total energy: -38619.517, -13516.805, -102655.054, -8924.081, -8900.028, -59905.698, -63163.192, -11820.103, -80568.429, -9863.200, -25862.296, -61944.020 (in eV, following the order of the records).